1.
Below is a cluster of 6 separate species, C50H57N3O5S2 in total, with properties calculated with ωB97M-V with the def2-TZVPD basis set.

Cartesian coordinates (Å):
C 0.7986 -1.2322 1.3259
C 0.4416 -0.0081 2.2090
C 1.4384 1.2052 2.0265
C 0.5665 2.4687 1.8715
N 1.2941 3.7589 1.7822
C 1.4355 4.4190 3.0844
C 0.0782 4.9523 3.6545
C -0.9289 5.3858 2.5418
C -2.1456 4.4200 2.4038
C -2.6481 4.2122 0.9880
N -2.1879 4.8376 -0.0992
C -2.6363 4.6331 -1.3389
C -1.9411 5.4264 -2.4783
O -2.5845 6.1655 -3.2204
O -0.7133 5.2360 -2.4785
C -3.6768 3.7409 -1.5622
C -4.2288 3.0456 -0.4818
C -5.3633 2.0596 -0.6655
O -6.1961 1.8405 0.1765
O -5.4041 1.4037 -1.8450
C -3.6660 3.2999 0.7943
O -4.1940 2.5754 1.8918
C -3.6679 1.3675 1.8122
N -3.1879 0.3163 1.6763
C 2.4909 3.6763 1.0630
S 2.4135 3.2085 -0.5171
S 4.0727 4.0957 1.7796
C 5.4033 3.1083 1.0276
C 5.7656 3.4818 -0.4434
C 7.2976 3.4405 -0.7308
H 1.2394 -0.9409 0.3583
H 1.3957 -1.9909 1.8529
H -0.1536 -1.7321 1.0635
H -0.5435 0.3463 1.8457
H 0.2935 -0.2537 3.2714
H 2.0650 1.2596 2.9331
H 2.0253 0.9665 1.1321
H -0.0595 2.3947 0.9616
H -0.1393 2.4708 2.7185
H 1.8943 3.7327 3.8269
H 2.0954 5.3011 3.0217
H 0.3193 5.8420 4.2579
H -0.4235 4.2068 4.2921
H -1.3428 6.3655 2.8423
H -0.3762 5.5678 1.6070
H -2.9817 4.8582 2.9802
H -1.9107 3.4716 2.9080
H -1.4396 5.5236 -0.0043
H -4.0739 3.5685 -2.5618
H -6.1664 0.8051 -1.7639
H 5.2127 2.0325 1.1601
H 6.3056 3.3311 1.6289
H 5.3046 4.4276 -0.7555
H 5.3073 2.7041 -1.0774
H 7.9017 3.7274 0.1427
H 7.5104 4.0925 -1.5951
H 7.5418 2.4237 -1.0839
C -5.7918 -3.0036 -3.8743
C -5.7714 -2.3235 -2.6638
C -6.7441 -2.5787 -1.7060
C -7.7326 -3.5217 -1.9556
C -7.7507 -4.2040 -3.1643
C -6.7830 -3.9424 -4.1257
H -5.0343 -2.8016 -4.6220
H -4.9954 -1.5927 -2.4666
H -6.7316 -2.0435 -0.7636
H -8.4886 -3.7246 -1.2072
H -8.5205 -4.9406 -3.3582
H -6.8002 -4.4710 -5.0712
C 5.4519 3.7879 7.8103
C 6.8336 3.8430 7.6865
C 7.4129 4.0313 6.4385
C 6.6094 4.1742 5.3150
C 5.2275 4.1228 5.4387
C 4.6488 3.9256 6.6858
H 5.0007 3.6375 8.7833
H 7.4601 3.7378 8.5639
H 8.4912 4.0676 6.3412
H 7.0611 4.3258 4.3420
H 4.6017 4.2358 4.5617
H 3.5706 3.8801 6.7816
C -5.9799 -3.4323 -8.1103
C -6.7391 -3.5188 -9.2696
C -6.6883 -4.6664 -10.0494
C -5.8849 -5.7317 -9.6649
C -5.1282 -5.6472 -8.5039
C -5.1719 -4.4965 -7.7285
H -6.0175 -2.5355 -7.5037
H -7.3706 -2.6905 -9.5660
H -7.2756 -4.7310 -10.9570
H -5.8489 -6.6289 -10.2712
H -4.5028 -6.4795 -8.2036
H -4.5772 -4.4289 -6.8253
C 9.4692 -1.5294 8.5940
C 10.5824 -0.8536 9.0756
C 10.7010 0.5161 8.8824
C 9.7012 1.2116 8.2154
C 8.5863 0.5367 7.7370
C 8.4721 -0.8345 7.9225
H 9.3786 -2.5985 8.7421
H 11.3589 -1.3953 9.6015
H 11.5724 1.0420 9.2524
H 9.7915 2.2813 8.0685
H 7.8061 1.0805 7.2182
H 7.6049 -1.3618 7.5446
C -4.1765 -10.8942 -6.2953
C -3.0545 -10.9576 -7.1108
C -3.0453 -10.2984 -8.3326
C -4.1555 -9.5677 -8.7349
C -5.2761 -9.5014 -7.9176
C -5.2885 -10.1678 -6.6997
H -4.1844 -11.4111 -5.3437
H -2.1863 -11.5221 -6.7939
H -2.1726 -10.3532 -8.9714
H -4.1466 -9.0494 -9.6863
H -6.1415 -8.9297 -8.2309
H -6.1646 -10.1201 -6.0650

For the frontier orbital gap, the calculation gives 6.55 eV. For the energy above the lowest of the compared OMol25 structures with the same formula, charge and spin, the calculation gives 0.8190 eV. The value obtained for the LUMO energy is -0.0655 Ha. The calculation puts the calculated total energy at -89149.5721 eV.



2.
Below is a structure of composition C50H59HgN6OTe, with properties calculated with ωB97M-V with the def2-TZVPD basis set.

Cartesian coordinates (Å):
Hg 0.7371 0.1177 0.1238
C 3.3881 2.9550 5.4865
C 2.1145 3.2835 4.6940
C 1.5615 2.1100 3.9461
C 0.5685 1.2310 4.3583
C -0.1619 1.2122 5.6643
C 0.4326 0.2241 6.6766
C 0.3278 0.3380 3.2623
N 1.1430 0.6795 2.2421
C 1.9139 1.7351 2.6130
C 2.9369 2.3127 1.7999
C 3.2858 2.0226 0.4908
C 4.3585 2.6596 -0.2739
C 5.2711 3.7251 0.2505
C 4.6721 5.1317 0.1193
C 4.3598 2.0975 -1.5126
C 3.2944 1.0864 -1.5325
C 2.9939 0.2308 -2.5908
C 2.0416 -0.8516 -2.6324
N 1.2430 -1.2100 -1.5975
C 0.5059 -2.2986 -1.9449
C -0.4316 -2.9659 -1.0743
C -0.7902 -2.6626 0.2254
N -0.3571 -1.5909 0.9485
C -0.8407 -1.6700 2.2125
C -0.5686 -0.7854 3.2481
C -1.6653 -2.8845 2.3132
C -1.6456 -3.4815 1.0985
C -2.2714 -4.7834 0.7043
C -1.2596 -5.9377 0.7285
C -2.3433 -3.3486 3.5658
C -3.6071 -2.5379 3.8906
C 0.8351 -2.6565 -3.2834
C 1.8087 -1.7530 -3.7144
C 2.4447 -1.6702 -5.0699
C 1.7705 -0.6131 -5.9565
C 0.2400 -3.7959 -4.0555
C 0.9164 -5.1367 -3.7352
N 2.6825 1.0972 -0.3178
C 5.2380 2.4316 -2.6760
C 4.5177 3.3102 -3.7093
H 3.7797 3.8417 5.9966
H 4.1616 2.5684 4.8189
H 3.1818 2.1897 6.2385
H 2.3336 4.0878 3.9865
H 1.3591 3.6661 5.3861
H -1.2082 0.9476 5.4904
H -0.1544 2.2144 6.1038
H 0.4465 -0.7855 6.2594
H -0.1517 0.2082 7.6028
H 1.4616 0.4968 6.9247
H 3.5211 3.0939 2.2777
H 6.2257 3.6891 -0.2805
H 5.4801 3.5289 1.3047
H 4.4953 5.3774 -0.9314
H 5.3404 5.8896 0.5392
H 3.7148 5.1829 0.6429
H 3.5906 0.3630 -3.4882
H -0.9147 -3.8386 -1.5016
H -1.0740 -0.9867 4.1864
H -2.7010 -4.6921 -0.2962
H -3.0933 -5.0133 1.3872
H -0.4447 -5.7445 0.0280
H -1.7279 -6.8904 0.4616
H -0.8234 -6.0333 1.7259
H -1.6368 -3.2685 4.3973
H -2.6071 -4.4048 3.4680
H -3.3639 -1.4815 4.0142
H -4.0814 -2.8995 4.8086
H -4.3292 -2.6094 3.0752
H 2.3925 -2.6447 -5.5650
H 3.5062 -1.4229 -4.9652
H 0.7187 -0.8657 -6.1092
H 2.2568 -0.5323 -6.9350
H 1.8074 0.3610 -5.4649
H 0.3280 -3.5983 -5.1280
H -0.8278 -3.8715 -3.8316
H 1.9846 -5.0812 -3.9566
H 0.4805 -5.9588 -4.3130
H 0.8090 -5.3662 -2.6726
H 5.5636 1.5081 -3.1630
H 6.1371 2.9492 -2.3297
H 3.6587 2.7785 -4.1232
H 5.1827 3.5893 -4.5325
H 4.1483 4.2247 -3.2380
C 1.2687 4.1638 -1.3384
C 0.0989 3.6785 -0.5087
O 0.2319 3.1822 0.5906
N -1.1410 3.8888 -1.0712
C -2.2545 2.9966 -0.7060
C -2.3951 1.9656 -1.7960
C -3.1183 2.2958 -2.9454
C -3.0845 1.4591 -4.0404
C -2.3240 0.3069 -3.9487
C -1.6034 0.0805 -2.7891
N -1.5919 0.9072 -1.7346
H 2.1939 3.9511 -0.8066
H 1.1820 5.2347 -1.5360
H 1.2847 3.6258 -2.2908
H -1.1394 4.1560 -2.0432
H -3.1720 3.5716 -0.6012
H -1.9964 2.5323 0.2416
H -3.7030 3.2085 -2.9495
H -3.6440 1.6893 -4.9394
H -2.2804 -0.4098 -4.7587
H -0.9875 -0.8054 -2.6974
Te -4.1570 -0.2090 -0.4608
C -5.8342 -1.2540 0.3263
C -7.1446 -0.7541 0.3177
C -8.2188 -1.4948 0.8009
C -8.0252 -2.7757 1.3085
C -6.7345 -3.2981 1.3247
C -5.6663 -2.5516 0.8411
H -7.3202 0.2370 -0.0856
H -9.2212 -1.0784 0.7699
H -8.8625 -3.3561 1.6787
H -6.5652 -4.2998 1.7090
H -4.6626 -2.9687 0.8536

For the frontier orbital gap (spin up / spin down), the calculation gives 4.11 / 5.17 eV. For the energy above the lowest of the compared OMol25 structures with the same formula, charge and spin, the calculation gives 0.6355 eV. Its spin multiplicity is 2. The total charge is -2. The value obtained for the LUMO energy (spin up / spin down) is 0.1554 / 0.1553 Ha. The calculation puts the calculated total energy at -75265.6929 eV.



3.
Below is a structure of composition C50H61CsF6N6OP2Se, with properties calculated with ωB97M-V with the def2-TZVPD basis set.

Cartesian coordinates (Å):
Cs 1.8576 -0.6052 -0.5862
O 3.8526 -1.6161 -3.0246
N 2.8012 -0.7551 -3.4713
C 3.0390 0.4920 -3.0768
C 2.1994 1.5663 -3.4528
C 1.2151 1.3959 -4.4950
C 0.4998 2.4601 -4.9765
C 0.6902 3.7638 -4.4702
C 1.5836 3.9400 -3.4096
C 2.3017 2.8879 -2.8612
P 3.2153 3.0511 -1.2930
C 1.8148 2.7484 -0.1266
C 2.0608 2.0107 0.9580
C 0.9741 1.3425 1.7182
C -0.0998 1.8563 2.6163
C -0.5800 2.4483 0.2056
C 0.4112 3.0263 -0.4665
C 3.4553 4.8625 -1.1646
C 4.5855 5.4060 -1.7815
C 4.8583 6.7628 -1.6969
C 4.0135 7.6003 -0.9738
C 2.8936 7.0713 -0.3505
C 2.6144 5.7118 -0.4502
H 3.4912 -2.4880 -3.2083
H 3.9113 0.7166 -2.4636
H 1.0960 0.4069 -4.9204
H -0.2165 2.3005 -5.7779
H 0.1419 4.6052 -4.8762
H 1.6961 4.9319 -2.9826
H 3.0766 1.7182 1.2198
H 1.2487 0.3171 1.9721
H -0.4297 1.0752 3.2877
H -1.6051 2.6371 -0.0760
H 0.1770 3.6533 -1.3163
H 5.2528 4.7515 -2.3331
H 5.7364 7.1688 -2.1849
H 4.2308 8.6588 -0.8961
H 2.2287 7.7169 0.2118
H 1.7294 5.3110 0.0330
F 3.4337 -1.5389 0.9101
P 4.3931 -1.5896 2.2677
F 5.2826 -1.6426 3.5972
F 3.7558 -3.0358 2.6030
F 3.1670 -0.8851 3.0826
F 5.5479 -2.2735 1.4036
F 4.9427 -0.1253 1.8923
C 0.5008 -2.5671 3.2667
C -0.7467 -2.2645 2.5054
N -0.8214 -1.6829 1.3328
C -2.1660 -1.6056 1.0239
C -2.9151 -2.1525 2.0176
N -1.9979 -2.5693 2.9631
H 1.3262 -2.7634 2.5842
H 0.3677 -3.4388 3.9103
H 0.8053 -1.7246 3.8899
H -2.5067 -1.1535 0.1031
H -3.9791 -2.2829 2.1388
H -2.2079 -3.0023 3.8440
C 2.2805 2.4259 4.4816
C 1.9641 3.8664 4.0673
C 3.0012 4.4493 3.1042
C 0.5136 4.1437 3.6436
C 0.0825 5.4413 3.9368
C -1.2326 5.8282 3.7934
C -2.1746 4.8647 3.4759
C -1.8096 3.5521 3.1959
C -3.0050 2.5775 3.1356
C -2.8757 1.2881 3.9620
C -3.5533 2.2423 1.7431
C -0.4268 3.2262 3.1348
N -0.4074 1.4661 1.2159
H 3.2214 2.4124 5.0368
H 2.4031 1.7419 3.6448
H 1.5007 2.0262 5.1366
H 2.0597 4.4551 4.9828
H 2.9238 4.0130 2.1149
H 4.0125 4.2627 3.4777
H 2.8700 5.5293 3.0030
H 0.8129 6.1533 4.3080
H -1.5365 6.8448 4.0128
H -3.2284 5.1235 3.4897
H -3.7912 3.1500 3.6302
H -2.3986 0.4877 3.3949
H -3.8770 0.9369 4.2302
H -2.3207 1.4543 4.8906
H -2.9632 1.4547 1.2777
H -3.5685 3.1198 1.0922
H -4.5787 1.8711 1.8356
C 0.0448 -3.6079 -5.5435
C -1.3996 -3.8688 -5.1177
C -2.1150 -2.6110 -4.6269
C -1.6336 -2.1095 -3.2673
N -1.8985 -3.0720 -2.1954
C -0.9603 -3.8133 -1.5369
Se 0.8459 -3.6988 -1.7405
N -1.6329 -4.5754 -0.6329
C -0.9973 -5.4338 0.3655
C -0.4675 -6.7540 -0.1772
C -1.5270 -7.7169 -0.7222
C -2.0634 -7.3562 -2.1124
C -2.9975 -4.3305 -0.7171
C -4.0741 -4.8503 -0.0248
C -5.3318 -4.3594 -0.3403
C -5.5013 -3.3764 -1.3207
C -4.4176 -2.8699 -2.0237
C -3.1677 -3.3748 -1.7120
H 0.4938 -4.5067 -5.9723
H 0.6626 -3.3033 -4.6971
H 0.0886 -2.8169 -6.2981
H -1.4240 -4.6319 -4.3312
H -1.9611 -4.2772 -5.9618
H -3.1923 -2.7932 -4.5799
H -1.9582 -1.8018 -5.3461
H -2.1385 -1.1782 -3.0061
H -0.5624 -1.9156 -3.2659
H -1.7521 -5.6245 1.1298
H -0.1898 -4.8590 0.8183
H 0.0657 -7.2270 0.6526
H 0.2763 -6.5420 -0.9472
H -2.3593 -7.7924 -0.0110
H -1.0790 -8.7115 -0.7752
H -2.6897 -6.4635 -2.0990
H -2.6689 -8.1697 -2.5188
H -1.2370 -7.1744 -2.8050
H -3.9467 -5.6021 0.7442
H -6.1965 -4.7429 0.1871
H -6.4943 -3.0049 -1.5398
H -4.5459 -2.1019 -2.7758

For the frontier orbital gap (spin up / spin down), the calculation gives 3.45 / 6.14 eV. For the energy above the lowest of the compared OMol25 structures with the same formula, charge and spin, the calculation gives 0.9285 eV. Its spin multiplicity is 2. The total charge is -1. The value obtained for the LUMO energy (spin up / spin down) is 0.0600 / 0.0599 Ha. The calculation puts the calculated total energy at -164611.6741 eV.



4.
Below is a structure of composition C50H64BrN4O4SSe3Ti, with properties calculated with ωB97M-V with the def2-TZVPD basis set.

Cartesian coordinates (Å):
Ti 1.5341 -0.3808 -0.7857
C -4.5559 -4.8604 -0.8454
C -4.3614 -4.0573 -2.1322
C -3.9868 -5.0364 -3.2545
C -5.6900 -3.3709 -2.4778
C -3.2566 -3.0129 -1.9883
C -2.5114 -2.8523 -0.8285
C -1.4871 -1.9281 -0.7953
Se -0.4563 -1.6736 0.8026
C -1.1754 0.0839 1.1994
C -2.3701 0.2699 1.8813
C -2.8369 1.5519 2.1289
C -2.0901 2.6218 1.6195
C -0.8928 2.4761 0.9347
C -0.4046 1.1616 0.7885
O 0.8088 0.9297 0.2729
C -0.1459 3.6559 0.3063
C 1.2644 3.8045 0.8964
C -0.0547 3.4222 -1.2114
C -0.8828 4.9806 0.5244
C -4.1258 1.8332 2.9003
C -4.8055 0.5473 3.3718
C -3.8025 2.6850 4.1362
C -5.1120 2.5940 2.0022
C -1.1284 -1.1408 -1.8978
O -0.0661 -0.3477 -1.8161
C -1.9201 -1.2337 -3.0602
C -2.9463 -2.1748 -3.0569
C -1.7644 -0.3701 -4.3251
C -0.6198 0.6475 -4.2899
C -1.5317 -1.2801 -5.5417
C -3.0657 0.4257 -4.5313
H -5.3469 -5.5994 -0.9930
H -3.6444 -5.3919 -0.5661
H -4.8483 -4.2166 -0.0131
H -4.7641 -5.7969 -3.3721
H -3.8680 -4.5216 -4.2094
H -3.0433 -5.5345 -3.0235
H -6.4846 -4.1143 -2.5874
H -5.9765 -2.6722 -1.6889
H -5.6211 -2.8110 -3.4119
H -2.6901 -3.4533 0.0519
H -2.9240 -0.6033 2.2005
H -2.4752 3.6209 1.7700
H 1.8573 2.8973 0.7946
H 1.7882 4.6163 0.3831
H 1.2138 4.0680 1.9558
H 0.4935 2.5130 -1.4525
H -1.0557 3.3424 -1.6434
H 0.4551 4.2662 -1.6846
H -0.9642 5.2282 1.5856
H -0.3212 5.7817 0.0396
H -1.8847 4.9636 0.0892
H -4.1549 -0.0319 4.0302
H -5.7107 0.7986 3.9292
H -5.0942 -0.0853 2.5304
H -3.1108 2.1541 4.7943
H -3.3400 3.6332 3.8579
H -4.7147 2.9036 4.6981
H -5.3504 2.0050 1.1146
H -6.0405 2.7978 2.5426
H -4.6980 3.5475 1.6713
H -3.5387 -2.2696 -3.9594
H 0.3532 0.1688 -4.2028
H -0.6432 1.2173 -5.2241
H -0.7167 1.3442 -3.4585
H -0.6181 -1.8608 -5.4074
H -2.3560 -1.9776 -5.6984
H -1.4287 -0.6728 -6.4456
H -3.2469 1.0839 -3.6786
H -2.9853 1.0423 -5.4306
H -3.9335 -0.2259 -4.6441
Se 4.5321 -1.7101 -1.3673
Se 1.0922 -4.3283 0.2923
C 1.1865 -3.7049 -1.4699
C 0.9569 -4.6584 -2.4961
C 1.1280 -4.3425 -3.8123
C 1.5458 -3.0506 -4.1399
C 1.7157 -2.1567 -3.1210
N 1.5256 -2.4371 -1.8088
C 3.9180 -1.9292 0.3769
C 4.6430 -2.6854 1.3235
C 4.2285 -2.7384 2.6233
C 3.0995 -2.0051 3.0139
C 2.4195 -1.3115 2.0533
N 2.7767 -1.3198 0.7531
H 0.6600 -5.6500 -2.1888
H 0.9571 -5.0857 -4.5830
H 1.7360 -2.7461 -5.1601
H 2.0349 -1.1508 -3.3449
H 5.5239 -3.2084 0.9811
H 4.7762 -3.3277 3.3497
H 2.7691 -1.9823 4.0406
H 1.5590 -0.7060 2.3089
Br 7.4863 4.6702 -4.5073
C 6.1582 3.6216 -3.6407
C 5.0262 3.2523 -4.3486
C 4.0653 2.4837 -3.7113
C 4.2373 2.1038 -2.3857
C 5.3793 2.4849 -1.6944
C 6.3514 3.2457 -2.3213
C 3.2093 1.2825 -1.7037
O 3.2436 1.0759 -0.4810
O 2.2503 0.7673 -2.3836
H 4.9029 3.5568 -5.3785
H 3.1719 2.1681 -4.2341
H 5.4943 2.1629 -0.6673
H 7.2496 3.5415 -1.7976
C 5.0989 0.1069 5.1244
N 3.7099 0.3270 5.4947
C 3.5899 0.7392 6.8880
C 2.9312 1.0660 4.5955
S 3.6145 2.0826 3.4681
N 1.5943 0.8753 4.7324
C 1.0028 -0.1874 5.5235
C 0.6242 1.7024 4.0351
H 5.5013 -0.6656 5.7833
H 5.7021 1.0163 5.2212
H 5.1538 -0.2355 4.0954
H 4.1346 1.6767 7.0641
H 4.0158 -0.0334 7.5295
H 2.5527 0.8906 7.1725
H 1.7617 -0.9010 5.8257
H 0.2507 -0.6986 4.9178
H 0.5049 0.2024 6.4178
H 1.1260 2.2732 3.2632
H 0.1303 2.3843 4.7358
H -0.1374 1.0705 3.5719

For the frontier orbital gap, the calculation gives 6.18 eV. For the energy above the lowest of the compared OMol25 structures with the same formula, charge and spin, the calculation gives 0.7657 eV. The total charge is -1. The value obtained for the LUMO energy is 0.0766 Ha. The calculation puts the calculated total energy at -367079.3386 eV.